Density functional theory data (the ωB97M-V functional and the def2-TZVPD basis) for 8 unconnected molecules or ions with the total composition C44H112N8O14 at a distorted geometry.

```
178
Properties=species:S:1:pos:R:3:lowdin_charge:R:1
C 0.58694 5.84168 4.37736 -0.1202
O -0.41900 5.94005 5.34058 -0.1872
C -1.05215 7.18306 5.23354 -0.2469
C -2.15829 7.31747 6.27540 -0.2052
N -1.73228 7.17003 7.67014 -0.0595
C -0.99258 8.39102 8.07251 -0.1643
C -0.39254 8.04540 9.54099 -0.1613
O -1.42788 8.27515 10.57088 -0.2155
C -2.41122 7.16897 10.67180 -0.0884
H 1.44450 6.39774 4.75615 0.0848
H 0.36613 6.24727 3.39002 0.0930
H 0.99939 4.83286 4.36150 0.0876
H -1.61093 7.31913 4.30761 0.1234
H -0.27158 7.93882 5.32100 0.1145
H -2.91776 6.56173 6.07500 0.1176
H -2.61105 8.30577 6.19556 0.1163
H -1.06960 6.41528 7.56372 0.0875
H -1.72990 9.19316 8.10453 0.1134
H -0.18252 8.71570 7.41946 0.0954
H 0.51199 8.60837 9.77120 0.1005
H 0.03146 7.04661 9.64460 0.0984
H -2.45640 7.02276 11.75100 0.0713
H -2.00141 6.24682 10.25975 0.0707
H -3.42718 7.38628 10.34208 0.0765
C 10.41863 6.26206 -0.86589 -0.0923
O 9.33202 7.13554 -1.21942 -0.2028
C 8.20127 6.42347 -1.71888 -0.2333
C 6.93669 7.23080 -1.82951 -0.1563
N 6.28945 7.24991 -0.44900 -0.0501
C 4.88106 7.10175 -0.66378 -0.2444
C 4.41542 5.69684 -1.09577 -0.2132
O 4.44628 5.34400 -2.47797 -0.2022
C 4.13030 4.00902 -2.86907 -0.0858
H 10.68602 5.58515 -1.67730 0.0828
H 9.97597 5.62836 -0.09739 0.0742
H 11.18790 6.88103 -0.40416 0.0909
H 8.07720 5.52746 -1.11070 0.1124
H 8.50834 6.14234 -2.72624 0.1197
H 6.26698 6.82153 -2.58588 0.1003
H 7.05407 8.26082 -2.16625 0.1216
H 6.58208 6.47282 0.12597 0.0904
H 4.53808 7.82452 -1.40409 0.1183
H 4.31432 7.42695 0.20866 0.1112
H 3.47288 5.40022 -0.63562 0.1130
H 5.01271 5.04853 -0.45464 0.1065
H 3.15307 3.97123 -3.35041 0.0849
H 4.24271 3.36469 -1.99711 0.0763
H 4.85126 3.64695 -3.60203 0.0791
C 5.61940 1.47521 1.75682 -0.1162
O 6.66862 2.13263 1.07328 -0.2099
C 7.46202 1.33850 0.14899 -0.2001
C 6.82382 0.90229 -1.15245 -0.1943
N 7.80811 0.08251 -1.91851 -0.0596
C 7.27150 -0.26437 -3.22006 -0.2049
C 6.39977 -1.53197 -3.13735 -0.2101
O 5.07158 -1.13756 -2.82527 -0.2382
C 4.14055 -2.22214 -2.63262 -0.0822
H 4.75047 1.90392 1.25754 0.0734
H 5.36688 1.81458 2.76140 0.0824
H 5.61894 0.40000 1.57793 0.0889
H 7.90901 0.52822 0.72496 0.1211
H 8.33323 1.97815 0.00777 0.1159
H 6.44531 1.72248 -1.76246 0.1078
H 5.89795 0.35107 -0.98805 0.1087
H 8.62311 0.66860 -2.02980 0.1006
H 8.16101 -0.46511 -3.81721 0.1193
H 6.62117 0.50203 -3.64173 0.1133
H 6.72463 -2.17807 -2.32180 0.1201
H 6.26230 -2.05086 -4.08601 0.1180
H 3.88092 -2.66567 -3.59386 0.0815
H 3.23231 -1.74197 -2.26843 0.0782
H 4.51009 -2.96854 -1.92946 0.0853
C -0.20087 -3.07130 2.51505 -0.1047
O -0.27319 -1.89202 1.69754 -0.2124
C 1.00460 -1.35285 1.29427 -0.2026
C 0.81435 -0.12011 0.37397 -0.1684
N -0.04235 0.94929 1.01905 -0.0746
C -1.01113 1.64171 0.18344 -0.1610
C -2.06424 0.60380 -0.45218 -0.2190
O -2.62623 1.44779 -1.35578 -0.2234
C -3.77796 1.02419 -2.06872 -0.0999
H -1.24188 -3.19552 2.81331 0.0849
H 0.26029 -2.95317 3.49559 0.0788
H 0.20853 -3.94065 2.00053 0.0847
H 1.60764 -2.11702 0.80389 0.1093
H 1.53713 -1.17223 2.22801 0.1142
H 0.31359 -0.45167 -0.53564 0.0893
H 1.80073 0.13286 -0.01480 0.1001
H -0.48272 0.57128 1.84567 0.0898
H -0.38270 2.06023 -0.60270 0.1133
H -1.44993 2.46189 0.75166 0.1145
H -2.77215 0.13166 0.22904 0.1250
H -1.58448 -0.11001 -1.12180 0.1093
H -4.65190 1.02277 -1.41731 0.0834
H -3.73155 0.11346 -2.66581 0.0850
H -4.04335 1.80275 -2.78391 0.0816
C -2.90553 -7.56327 5.71221 -0.0869
O -3.89648 -7.70680 4.65072 -0.2067
C -3.39339 -8.35920 3.47372 -0.2368
C -3.98172 -9.69578 3.45850 -0.2258
N -5.41801 -9.76670 3.07302 -0.0395
C -5.74418 -9.88547 1.63710 -0.2075
C -5.82826 -11.31256 1.19951 -0.2700
O -6.16009 -11.31718 -0.15596 -0.1740
C -5.68396 -12.47250 -0.86026 -0.0979
H -3.22253 -7.16116 6.67445 0.0799
H -1.93988 -7.09417 5.52363 0.0827
H -2.83037 -8.61207 5.99939 0.0759
H -2.30352 -8.36244 3.49011 0.1246
H -3.84859 -7.81919 2.64349 0.1250
H -3.71418 -10.10354 4.43331 0.1150
H -3.37814 -10.26887 2.75467 0.1170
H -5.78988 -8.89563 3.42379 0.0923
H -4.88410 -9.47960 1.10452 0.1097
H -6.59995 -9.27339 1.35230 0.1280
H -6.65173 -11.79231 1.72850 0.1237
H -4.94449 -11.83653 1.56353 0.1220
H -4.63218 -12.37904 -1.13064 0.0828
H -6.22041 -12.53710 -1.80691 0.0821
H -5.83533 -13.42964 -0.36118 0.0841
C 0.48305 -7.33909 -10.26513 -0.0846
O 1.01465 -6.43814 -9.24713 -0.1751
C -0.08624 -6.18062 -8.44005 -0.2628
C 0.49684 -5.11327 -7.49589 -0.2191
N -0.17926 -4.89555 -6.23500 -0.0726
C -1.56173 -4.38298 -6.42571 -0.1745
C -1.47487 -2.94133 -6.91978 -0.2407
O -0.49406 -2.14232 -6.28436 -0.1996
C -0.33900 -0.83567 -6.83474 -0.0933
H -0.13675 -6.69816 -10.89214 0.0815
H -0.08050 -8.13763 -9.78258 0.0852
H 1.11994 -7.75384 -11.04645 0.0825
H -0.33546 -7.05326 -7.83633 0.1293
H -0.97167 -5.77015 -8.92548 0.1156
H 0.63895 -4.11447 -7.90858 0.1090
H 1.51222 -5.43919 -7.27030 0.1221
H 0.36692 -4.21875 -5.72146 0.0934
H -2.13120 -4.43494 -5.49776 0.1091
H -2.09186 -5.05619 -7.09940 0.1096
H -2.44943 -2.51079 -6.68963 0.1191
H -1.31374 -2.98095 -7.99707 0.1123
H 0.35195 -0.14467 -6.35182 0.0850
H -1.23199 -0.21420 -6.76804 0.0811
H -0.05506 -1.03382 -7.86828 0.0873
C -0.97089 0.07671 6.82299 -0.0816
C -0.85424 1.59507 6.92522 -0.4212
C 0.61103 1.98466 7.41956 -0.1809
O 0.57135 3.38242 7.50827 -0.2290
C 1.79579 3.99325 7.80316 -0.1099
N -0.93425 2.05189 5.56597 0.0333
H -1.90433 -0.35120 6.45736 0.0719
H -0.97436 -0.29647 7.84712 0.0703
H -0.11492 -0.22748 6.22060 0.0764
H -1.60034 2.00874 7.60368 0.1331
H 1.33181 1.74764 6.63700 0.1231
H 0.87949 1.62305 8.41217 0.1246
H 2.51874 3.65604 7.06036 0.0852
H 2.08486 3.66282 8.80084 0.0865
H 1.79646 5.08203 7.75163 0.0835
H -1.90628 2.06220 5.29182 0.0783
H -0.60380 2.99171 5.39973 0.0565
C -9.75472 -0.31600 -4.88436 -0.0872
C -8.97956 -0.82287 -6.11476 -0.4074
C -8.32049 0.34883 -6.93152 -0.2434
O -7.57299 -0.06443 -7.97870 -0.1993
C -6.90664 0.90246 -8.73116 -0.0920
N -8.01021 -1.55318 -5.37399 0.0122
H -10.56710 0.36077 -5.14914 0.0724
H -9.13232 0.30921 -4.24418 0.0777
H -10.05108 -1.12736 -4.21955 0.0739
H -9.62623 -1.39398 -6.78091 0.1350
H -7.66740 0.89463 -6.25057 0.1183
H -8.93904 1.19046 -7.24320 0.1206
H -6.21103 1.33398 -8.01142 0.0924
H -7.65691 1.62115 -9.06080 0.0864
H -6.46172 0.42363 -9.60343 0.0938
H -8.50606 -2.27605 -4.87228 0.0716
H -7.47076 -2.10855 -6.02256 0.0757
```

## Properties
Multiplicity: 1
Structure (SMILES): COC[C@H](C)N.COC[C@H](C)N.COCCNCCOC.COCCNCCOC.COCCNCCOC.COCCNCCOC.COCCNCCOC.COCCNCCOC
Energy relative to the best compared isomer or geometry (same formula, charge and spin) (kcal per mole): 190.2
Maximum force (eV Å⁻¹): 4.0
Molecular weight (g/mol): 977.4